C15H23I2OP2V | ωB97M-V with the def2-TZVPD basis set

Structure (ORCA input):
```
! RIJCOSX wB97M-V def2-TZVPD def2/J DEFGRID3
* xyz 2 3
I -0.001 -1.189 -5.588
I -0.007 2.547 -3.098
V 0.124 0.074 -2.333
P -2.150 0.228 -0.961
C -2.755 0.043 -2.650
C -2.486 -1.323 -0.130
H -3.483 -1.263 0.307
H -3.886 1.516 -0.002
H -1.729 -1.473 0.661
H -2.275 1.919 0.717
H -2.466 -0.893 -3.173
H -2.372 -2.149 -0.858
C -2.833 1.732 -0.209
H -3.850 -0.007 -2.498
H -2.699 2.581 -0.889
H -2.561 0.872 -3.344
P 2.166 0.197 -1.154
C 2.947 0.046 -2.795
C 2.780 1.643 -0.193
H 1.641 -1.427 0.447
H 3.422 -1.341 0.240
H 2.397 -2.199 -0.972
C 2.461 -1.340 -0.283
H 2.156 1.674 0.711
H 3.836 1.503 0.074
H 4.025 0.004 -2.586
H 2.729 0.892 -3.458
H 2.630 2.557 -0.780
H 2.649 -0.870 -3.346
C 0.044 -1.784 -2.700
O 0.000 -2.957 -2.858
C -0.421 0.366 -0.368
C 0.004 0.162 0.838
C 0.021 0.059 2.235
C -1.074 0.565 3.017
C -1.053 0.561 4.401
C 0.019 -0.018 5.088
C 1.065 -0.610 4.377
C 1.070 -0.592 2.990
H -1.949 1.000 2.525
H -1.917 0.927 4.971
H 0.025 0.000 6.180
H 1.832 -1.154 4.948
H 1.922 -1.076 2.499
*
```

relative energy (zero: lowest compared OMol25 entry of this formula, charge and spin): 0.0 kJ/mol
gap between HOMO and LUMO (spin up / spin down): 5.53 / 5.44 eV
LUMO energy (spin up / spin down): -8.9 / -8.8 eV

Here are the Mulliken charges for atoms 1 to 6, given in e:
1 I -0.01
2 I 0.04
3 V -0.61
4 P 0.82
5 C -1.11
6 C -1.17

***

C23H29N5O2 | ωB97M-V with the def2-TZVPD basis set

Structure (ORCA input):
```
! RIJCOSX wB97M-V def2-TZVPD def2/J DEFGRID3
* xyz 0 1
C 3.679 3.142 -0.250
C 2.669 2.120 0.158
N 1.907 2.411 1.155
N 0.961 1.579 1.618
C 0.245 2.164 2.756
C 0.296 1.273 3.994
C -1.203 2.576 2.399
O -1.535 3.745 2.416
N -2.017 1.552 2.130
C -3.392 1.712 1.711
C -4.287 0.726 2.463
C -4.011 -0.718 2.048
C -4.180 -0.904 0.540
C -3.887 -2.347 0.141
C -3.248 0.057 -0.198
C -3.527 1.505 0.197
C 0.679 0.327 1.117
O -0.200 -0.390 1.583
C 1.521 -0.021 -0.009
N 1.491 -1.137 -0.718
N 2.425 -0.995 -1.655
C 2.614 -2.049 -2.568
C 2.826 -1.810 -3.920
C 3.000 -2.879 -4.781
C 2.951 -4.178 -4.305
C 2.709 -4.413 -2.960
C 2.539 -3.353 -2.090
C 3.092 0.186 -1.575
C 4.240 0.556 -2.439
C 2.519 0.863 -0.502
H 3.581 3.370 -1.310
H 4.687 2.771 -0.068
H 3.524 4.045 0.332
H 0.777 3.100 2.956
H 1.330 1.104 4.288
H -0.223 1.770 4.810
H -0.175 0.311 3.810
H -1.613 0.622 2.052
H -3.671 2.742 1.963
H -4.129 0.842 3.537
H -5.329 0.972 2.248
H -4.696 -1.382 2.581
H -2.994 -1.001 2.326
H -5.216 -0.665 0.271
H -4.545 -3.034 0.669
H -4.030 -2.487 -0.928
H -2.857 -2.599 0.385
H -2.214 -0.205 0.034
H -3.382 -0.056 -1.276
H -4.543 1.775 -0.100
H -2.837 2.176 -0.318
H 2.827 -0.802 -4.303
H 3.167 -2.693 -5.832
H 3.088 -5.006 -4.983
H 2.653 -5.424 -2.589
H 2.338 -3.513 -1.042
H 4.728 -0.334 -2.833
H 3.918 1.176 -3.277
H 4.963 1.127 -1.861
*
```

relative energy (zero: lowest compared OMol25 entry of this formula, charge and spin): 2.8 kJ/mol
gap between HOMO and LUMO: 8.69 eV
LUMO energy: 0.2 eV

Here are the Mulliken charges for atoms 1 to 6, given in e:
1 C -1.45
2 C 0.48
3 N -1.27
4 N 1.19
5 C 0.09
6 C -1.41

***

- What is the relative energy (zero: lowest compared OMol25 entry of this formula, charge and spin) in the first record?
  0.0 kJ/mol

***

- Which formula does entry 2 have?
  C23H29N5O2

***

- Look up the relative energy (zero: lowest compared OMol25 entry of this formula, charge and spin) of the second one.
  2.8 kJ/mol